Computed, not measured: a 2-piece molecular cluster, C3H11N3 overall, with ωB97M-V with the def2-TZVPD basis set.

Its HOMO energy is -8.57 eV. Its energy above the lowest of the compared OMol25 structures with the same formula, charge and spin is 61.8 kcal/mol. The total charge is 0. The value obtained for the HOMO-LUMO gap is 9.47 eV. The spin multiplicity is 1. As for the SMILES: C=CN.NCN. As for the total energy: -285.07927 hartree.

Positions of all 17 atoms, in Å:
1 C -2.654 -0.600 -1.124
2 C -3.009 -0.337 0.165
3 N -2.044 -0.132 1.210
4 H -1.771 -1.131 -1.385
5 H -3.244 -0.224 -1.853
6 H -4.068 0.085 0.312
7 H -1.261 -0.790 0.982
8 H -2.430 -0.330 2.120
9 N 1.242 1.194 -0.387
10 C 2.439 0.559 0.333
11 N 3.213 -0.282 -0.539
12 H 0.663 1.629 0.471
13 H 0.683 0.390 -0.506
14 H 2.208 -0.103 1.209
15 H 3.058 1.380 0.756
16 H 3.200 -0.158 -1.542
17 H 3.776 -1.150 -0.223

Computed, not measured: C3H11N3 as an isolated structure, with ωB97M-V with the def2-TZVPD basis set.

Its HOMO energy is -7.89 eV. Its energy above the lowest of the compared OMol25 structures with the same formula, charge and spin is 104.3 kcal/mol. The total charge is 0. The value obtained for the HOMO-LUMO gap is 8.96 eV. The spin multiplicity is 1. As for the total energy: -285.01167 hartree.

Positions of all 17 atoms, in Å:
1 C -0.388 2.475 -0.443
2 C -0.352 0.905 -0.608
3 C -0.410 0.247 0.728
4 N 0.801 -1.672 -0.757
5 N 0.292 -2.361 1.359
6 N -0.091 -1.602 0.223
7 H -0.774 2.612 0.536
8 H 0.612 2.855 -0.641
9 H -1.049 2.911 -1.160
10 H 0.434 0.612 -1.251
11 H -1.249 0.652 -1.269
12 H 0.098 0.607 1.676
13 H -1.417 0.042 1.095
14 H 1.697 -1.304 -0.585
15 H 0.491 -1.327 -1.634
16 H -0.026 -3.268 1.320
17 H 1.331 -2.383 1.412

Number 1: E_LUMO 0.895 eV. Number 2: E_LUMO 1.072 eV.